Arrangement i

{"formula": "C4H10N2O2", "method": "wB97M-V/def2-TZVPD", "multiplicity": 1, "e_homo_ev": -9.37, "orbital_gap_ev": 6.8, "mol_weight_g_mol": 118.14, "elements": ["C", "N", "C", "O", "C", "C", "O", "N", "H", "H", "H", "H", "H", "H", "H", "H", "H", "H"], "positions_angstrom": [[0.077, -0.028, -0.713], [0.925, -0.811, -1.366], [1.375, -0.307, -2.590], [0.806, 0.428, -3.315], [0.408, 0.420, 0.765], [-0.753, 1.217, 1.360], [-1.560, -1.235, 0.449], [0.608, -0.718, 1.569], [-0.904, -0.648, -0.460], [-0.081, 0.917, -1.243], [1.234, -1.359, 1.090], [2.371, -0.743, -2.835], [1.321, 1.004, 0.902], [-0.376, 1.610, 2.300], [-1.015, 2.061, 0.720], [-1.599, 0.597, 1.547], [-2.526, -1.256, 0.345], [-0.312, -1.149, 1.476]]}



Arrangement ii

{"formula": "C4H10N2O2", "method": "wB97M-V/def2-TZVPD", "multiplicity": 1, "e_homo_ev": -9.61, "orbital_gap_ev": 10.4, "mol_weight_g_mol": 118.14, "elements": ["C", "C", "C", "C", "H", "H", "H", "H", "H", "H", "H", "H", "H", "H", "N", "N", "O", "O"], "positions_angstrom": [[-0.823, -1.481, 0.779], [-0.235, 0.606, 0.489], [-1.128, 1.832, 0.837], [1.582, -0.789, -1.631], [-0.375, -2.165, -0.025], [-1.727, -2.119, 1.222], [-0.071, -1.414, 1.558], [0.350, 0.467, 1.350], [-1.374, 2.515, -0.191], [-2.090, 1.341, 1.392], [-0.356, 2.638, 1.471], [2.582, 0.679, -0.403], [2.577, -1.237, -2.012], [-0.315, -0.325, -1.745], [1.702, 0.055, -0.480], [0.391, -1.110, -2.142], [-1.167, -0.365, 0.074], [0.477, 0.873, -0.544]]}



Stability order, top to bottom: arrangement i, arrangement ii



Arrangement i

{"formula": "C4H10N2O2", "method": "wB97M-V/def2-TZVPD", "multiplicity": 1, "e_homo_ev": -9.18, "orbital_gap_ev": 9.4, "mol_weight_g_mol": 118.14, "elements": ["C", "C", "O", "H", "H", "H", "H", "H", "H", "C", "N", "C", "N", "O", "H", "H", "H", "H"], "positions_angstrom": [[-2.579, -0.154, -0.221], [0.372, -1.476, -0.514], [-2.332, -0.079, 0.957], [-0.558, -0.113, 1.507], [-3.445, -0.734, -0.596], [-2.044, 0.422, -0.992], [0.760, -1.392, -1.530], [-0.675, -1.724, -0.555], [0.848, -2.314, 0.005], [0.939, -0.130, 0.269], [2.351, -0.287, 0.379], [0.087, 2.018, -0.209], [0.671, 0.985, -0.617], [0.420, -0.024, 1.540], [2.815, -0.165, -0.508], [2.731, 0.184, 1.186], [-0.267, 2.165, 0.815], [-0.092, 2.819, -0.915]]}



Arrangement ii

{"formula": "C4H10N2O2", "method": "wB97M-V/def2-TZVPD", "multiplicity": 1, "e_homo_ev": -8.72, "orbital_gap_ev": 9.4, "mol_weight_g_mol": 118.14, "elements": ["C", "C", "N", "O", "O", "H", "H", "H", "H", "H", "C", "C", "N", "H", "H", "H", "H", "H"], "positions_angstrom": [[-2.414, 0.309, 0.220], [0.322, -0.938, 0.619], [0.537, -2.175, 0.104], [-1.371, -0.464, -0.358], [0.267, -0.585, 1.759], [0.710, -2.905, 0.779], [0.051, -2.430, -0.740], [-2.174, 0.570, 1.257], [-3.346, -0.254, 0.159], [-2.508, 1.250, -0.329], [1.456, 1.718, 0.118], [1.141, 0.399, -0.527], [1.760, 0.028, -1.566], [1.412, -0.869, -1.914], [-0.420, 0.197, -0.451], [0.585, 2.377, 0.085], [1.706, 1.562, 1.169], [2.288, 2.211, -0.383]]}



Arrangement iii

{"formula": "C4H10N2O2", "method": "wB97M-V/def2-TZVPD", "multiplicity": 1, "e_homo_ev": -8.66, "orbital_gap_ev": 9.1, "mol_weight_g_mol": 118.14, "elements": ["C", "C", "C", "C", "H", "H", "H", "H", "H", "H", "H", "H", "H", "H", "N", "N", "O", "O"], "positions_angstrom": [[-0.908, -0.136, 1.404], [-0.520, 0.112, -0.008], [-0.780, -1.097, -0.886], [0.836, 0.660, -0.115], [-2.015, -0.283, 1.252], [-0.541, -1.069, 1.968], [-0.733, 1.047, 1.674], [-0.016, -1.198, -1.882], [-0.764, -2.112, -0.107], [-1.767, -1.014, -1.242], [-2.348, 0.909, -0.765], [0.247, 2.120, -0.432], [1.427, -1.150, -0.434], [3.221, 0.903, 0.252], [1.292, 1.871, -0.162], [1.686, -0.384, 0.067], [-1.398, 1.131, -0.524], [3.082, -0.310, -0.059]]}



Arrangement iv

{"formula": "C4H10N2O2", "method": "wB97M-V/def2-TZVPD", "multiplicity": 1, "e_homo_ev": -8.80, "orbital_gap_ev": 5.5, "mol_weight_g_mol": 118.14, "elements": ["C", "O", "C", "C", "C", "N", "O", "N", "H", "H", "H", "H", "H", "H", "H", "H", "H", "H"], "positions_angstrom": [[-0.262, -1.570, -0.970], [-1.567, -1.491, -1.380], [-0.109, -0.804, 0.419], [0.431, 0.556, 0.245], [1.711, 0.866, 0.859], [2.417, 2.099, 0.603], [2.401, 0.063, 1.461], [-1.384, -1.066, 1.059], [0.020, -2.646, -0.881], [0.516, -1.013, -1.699], [-2.129, -1.153, 0.333], [0.641, -1.428, 0.879], [-0.014, 1.306, -0.439], [-3.582, 0.647, -1.757], [2.072, 2.895, -0.048], [3.242, 2.317, 1.255], [-1.564, -0.410, 1.772], [-2.839, 0.830, -1.711]]}



Stability order, top to bottom: arrangement i, arrangement ii, arrangement iii, arrangement iv



Arrangement i

{"formula": "C4H10N2O2", "method": "wB97M-V/def2-TZVPD", "multiplicity": 1, "e_homo_ev": -8.77, "orbital_gap_ev": 4.2, "mol_weight_g_mol": 118.14, "elements": ["O", "C", "N", "C", "O", "C", "N", "C", "H", "H", "H", "H", "H", "H", "H", "H", "H", "H"], "positions_angstrom": [[-2.314, -0.527, 0.877], [-2.169, 0.315, -0.036], [-2.830, 1.419, -0.221], [2.602, -1.863, 0.077], [1.728, -0.884, 0.360], [-1.031, 0.033, -1.018], [0.135, 0.830, -0.604], [0.065, 1.468, 0.671], [-3.642, 1.622, 0.354], [3.007, -2.308, 1.013], [3.492, -1.535, -0.518], [2.155, -2.679, -0.527], [-0.760, -1.020, -0.952], [-1.287, 0.327, -2.040], [0.936, 0.176, -0.529], [0.913, 2.091, 0.920], [-0.080, 0.604, 1.380], [-0.922, 1.931, 0.794]]}



Arrangement ii

{"formula": "C4H10N2O2", "method": "wB97M-V/def2-TZVPD", "multiplicity": 1, "e_homo_ev": -8.69, "orbital_gap_ev": 9.2, "mol_weight_g_mol": 118.14, "elements": ["C", "C", "C", "N", "C", "O", "O", "N", "H", "H", "H", "H", "H", "H", "H", "H", "H", "H"], "positions_angstrom": [[-0.033, 1.239, 1.222], [-1.485, -0.868, -0.504], [0.491, -0.502, -1.879], [-0.224, -0.121, -0.657], [0.603, 0.035, 0.546], [-1.156, 0.894, 2.002], [0.841, 1.997, 2.009], [1.842, -0.244, 0.713], [-0.806, 0.365, 2.739], [1.718, 1.590, 1.904], [-0.571, 1.349, 0.011], [2.244, -0.758, -0.071], [-1.309, -1.867, -0.093], [-2.179, -0.298, 0.112], [-2.009, -0.966, -1.458], [-0.186, -0.536, -2.735], [1.305, 0.196, -2.085], [0.917, -1.506, -1.775]]}



Stability order, top to bottom: arrangement ii, arrangement i



Arrangement i

{"formula": "C20H60O10S10", "method": "wB97M-V/def2-TZVPD", "multiplicity": 1, "e_homo_ev": -7.94, "orbital_gap_ev": 7.9, "mol_weight_g_mol": 781.36, "elements": ["C", "S", "O", "C", "H", "H", "H", "H", "H", "H", "C", "S", "O", "C", "H", "H", "H", "H", "H", "H", "C", "S", "O", "C", "H", "H", "H", "H", "H", "H", "C", "S", "O", "C", "H", "H", "H", "H", "H", "H", "C", "S", "O", "C", "H", "H", "H", "H", "H", "H", "C", "S", "O", "C", "H", "H", "H", "H", "H", "H", "C", "S", "O", "C", "H", "H", "H", "H", "H", "H", "C", "S", "O", "C", "H", "H", "H", "H", "H", "H", "C", "S", "O", "C", "H", "H", "H", "H", "H", "H", "C", "S", "O", "C", "H", "H", "H", "H", "H", "H"], "positions_angstrom": [[4.364, 5.887, 17.277], [5.438, 4.315, 17.329], [5.589, 4.005, 18.814], [4.110, 3.143, 16.830], [4.103, 6.004, 16.225], [4.896, 6.805, 17.528], [3.448, 5.878, 17.868], [4.196, 2.272, 17.480], [4.251, 2.726, 15.833], [3.068, 3.462, 16.859], [7.126, 10.240, 16.017], [6.408, 9.514, 14.543], [5.025, 8.923, 14.837], [6.083, 10.967, 13.519], [7.553, 9.587, 16.779], [6.445, 11.011, 16.379], [7.930, 10.831, 15.579], [5.783, 11.688, 14.279], [5.261, 10.951, 12.804], [6.986, 11.450, 13.145], [1.638, 2.181, 22.579], [3.130, 3.057, 23.245], [4.167, 1.929, 23.518], [3.721, 3.803, 21.624], [1.992, 1.586, 21.737], [0.982, 2.958, 22.187], [1.063, 1.539, 23.247], [2.867, 4.431, 21.371], [4.017, 3.095, 20.849], [4.556, 4.482, 21.795], [10.912, 9.206, 19.217], [10.843, 10.940, 18.501], [12.140, 11.633, 18.890], [9.440, 11.443, 19.607], [10.019, 8.613, 19.019], [10.943, 9.288, 20.303], [11.811, 8.640, 18.974], [8.520, 10.944, 19.305], [9.340, 12.521, 19.481], [9.674, 11.217, 20.647], [11.407, 5.617, 18.783], [10.133, 4.657, 19.669], [10.720, 3.310, 19.999], [10.250, 5.691, 21.186], [11.527, 5.315, 17.743], [12.421, 5.531, 19.173], [11.162, 6.675, 18.690], [9.531, 5.342, 21.927], [9.908, 6.641, 20.774], [11.286, 5.678, 21.526], [9.586, 11.764, 24.875], [10.723, 10.661, 24.018], [11.887, 10.181, 24.915], [9.629, 9.222, 23.826], [8.849, 11.245, 25.489], [9.002, 12.438, 24.250], [10.156, 12.499, 25.444], [9.355, 8.986, 24.854], [10.109, 8.427, 23.256], [8.668, 9.475, 23.377], [9.962, 7.918, 15.194], [9.455, 6.473, 16.204], [8.661, 6.960, 17.404], [8.166, 5.751, 15.068], [10.440, 8.642, 15.855], [9.118, 8.312, 14.627], [10.784, 7.594, 14.556], [7.240, 6.300, 14.893], [7.830, 4.871, 15.616], [8.524, 5.496, 14.070], [6.748, 12.664, 21.563], [6.459, 13.468, 19.955], [6.263, 12.262, 19.019], [4.834, 14.311, 20.234], [5.809, 12.302, 21.982], [7.085, 13.416, 22.276], [7.568, 11.946, 21.545], [4.367, 14.542, 19.277], [4.961, 15.223, 20.818], [4.081, 13.727, 20.764], [6.826, 6.363, 20.140], [6.922, 7.942, 21.082], [8.392, 8.345, 21.170], [6.183, 9.091, 19.872], [7.076, 6.443, 19.082], [5.822, 5.945, 20.200], [7.522, 5.641, 20.567], [6.020, 10.092, 20.272], [5.144, 8.824, 19.681], [6.891, 9.076, 19.043], [8.362, 1.583, 18.016], [7.076, 1.191, 19.256], [7.369, -0.233, 19.692], [7.435, 2.339, 20.688], [9.307, 1.752, 18.532], [7.927, 2.304, 17.325], [8.521, 0.619, 17.532], [6.681, 2.260, 21.471], [7.444, 3.401, 20.442], [8.398, 2.131, 21.154]]}



Arrangement ii

{"formula": "C20H60O10S10", "method": "wB97M-V/def2-TZVPD", "multiplicity": 1, "e_homo_ev": -7.44, "orbital_gap_ev": 7.5, "mol_weight_g_mol": 781.36, "elements": ["C", "S", "O", "C", "H", "H", "H", "H", "H", "H", "C", "S", "O", "C", "H", "H", "H", "H", "H", "H", "C", "S", "O", "C", "H", "H", "H", "H", "H", "H", "C", "S", "O", "C", "H", "H", "H", "H", "H", "H", "C", "S", "O", "C", "H", "H", "H", "H", "H", "H", "C", "S", "O", "C", "H", "H", "H", "H", "H", "H", "C", "S", "O", "C", "H", "H", "H", "H", "H", "H", "C", "S", "O", "C", "H", "H", "H", "H", "H", "H", "C", "S", "O", "C", "H", "H", "H", "H", "H", "H", "C", "S", "O", "C", "H", "H", "H", "H", "H", "H"], "positions_angstrom": [[-32.798, 7.918, -8.026], [-32.502, 8.884, -6.520], [-31.930, 10.215, -7.009], [-34.216, 9.263, -5.937], [-33.351, 8.601, -8.671], [-33.224, 6.944, -7.786], [-31.840, 7.642, -8.466], [-34.735, 8.557, -5.289], [-34.844, 9.718, -6.704], [-34.138, 10.124, -5.273], [-34.996, 12.834, -4.443], [-35.721, 11.175, -4.086], [-35.776, 10.405, -5.403], [-34.302, 10.368, -3.096], [-35.513, 13.608, -5.010], [-34.020, 12.627, -4.883], [-34.792, 13.301, -3.479], [-33.376, 10.634, -3.605], [-34.362, 9.281, -3.045], [-34.473, 10.826, -2.121], [-34.374, 6.207, -6.340], [-35.339, 4.859, -5.530], [-35.973, 5.649, -4.390], [-33.960, 3.904, -4.708], [-35.074, 6.929, -6.761], [-33.810, 5.794, -7.177], [-33.705, 6.742, -5.665], [-34.193, 3.169, -3.937], [-33.308, 4.634, -4.228], [-33.341, 3.498, -5.508], [-40.286, 10.572, -3.902], [-39.803, 9.088, -2.769], [-41.150, 8.474, -2.253], [-39.314, 7.983, -4.156], [-40.921, 10.179, -4.696], [-39.442, 11.052, -4.398], [-40.836, 11.310, -3.318], [-38.847, 7.099, -3.722], [-38.592, 8.487, -4.800], [-40.261, 7.788, -4.659], [-35.877, 6.554, -2.418], [-36.647, 8.231, -2.362], [-35.706, 9.172, -1.562], [-36.438, 8.605, -4.189], [-34.804, 6.577, -2.608], [-36.428, 5.904, -3.098], [-36.126, 6.126, -1.446], [-35.475, 8.467, -4.682], [-36.521, 9.658, -4.458], [-37.133, 7.867, -4.590], [-33.737, 8.614, -0.975], [-33.681, 6.730, -0.931], [-32.658, 6.481, -2.072], [-32.669, 6.585, 0.614], [-32.701, 8.942, -0.885], [-34.393, 9.071, -0.234], [-33.990, 9.006, -1.960], [-31.659, 6.939, 0.407], [-32.624, 5.579, 1.033], [-33.081, 7.316, 1.309], [-40.795, 4.255, -4.754], [-39.847, 5.829, -4.642], [-40.565, 6.719, -3.658], [-38.479, 5.338, -3.604], [-41.638, 4.317, -5.442], [-41.186, 4.099, -3.749], [-40.145, 3.418, -5.013], [-38.955, 4.885, -2.734], [-37.714, 6.082, -3.383], [-38.064, 4.452, -4.084], [-38.598, 3.738, 0.132], [-37.063, 3.920, -0.866], [-37.499, 4.504, -2.214], [-36.228, 5.350, 0.050], [-39.241, 4.612, 0.022], [-38.426, 3.618, 1.202], [-39.255, 2.933, -0.196], [-36.893, 6.214, 0.055], [-35.343, 5.647, -0.513], [-35.920, 5.089, 1.063], [-37.450, 10.420, -2.379], [-37.928, 12.154, -2.374], [-39.457, 12.195, -2.144], [-37.001, 12.843, -0.951], [-36.367, 10.309, -2.346], [-37.891, 9.881, -3.217], [-37.831, 9.974, -1.459], [-37.457, 12.601, 0.009], [-37.031, 13.924, -1.088], [-35.955, 12.552, -1.052], [-35.379, 10.569, -0.370], [-34.857, 10.567, 1.391], [-34.126, 9.260, 1.645], [-33.630, 11.941, 1.485], [-34.471, 10.620, -0.970], [-35.880, 11.532, -0.471], [-36.002, 9.724, -0.666], [-33.784, 12.348, 2.484], [-33.873, 12.747, 0.792], [-32.625, 11.545, 1.339]]}



Stability order, top to bottom: arrangement i, arrangement ii